Record 1
# C4H9N4

An isolated ion of composition C4H9N4 and charge +1 (ωB97M-V/def2-TZVPD, the Open Molecules 2025 dataset).

Values from the calculation:
- Charge: +1
- ΔE to the lowest compared entry with this formula, charge and spin: 0.836 eV
- HOMO level: -13.61 eV
- Calculated total energy: -10247.1622 eV
- SMILES string: NC1(N)C=CNC=[NH+]1
- Frontier orbital gap: 9.51 eV

Each atom is followed by the atoms it is bonded to, with distances in Å.
CARTESIAN COORDINATES (ANGSTROEM)
1 C -0.096 -1.231 0.244  C2 1.336, C4 1.486, H9 1.079
2 C -1.385 -1.120 -0.087  C1 1.336, N5 1.457, H10 1.114
3 C -1.390 1.260 -0.085  N5 1.310, N6 1.321, H11 1.104
4 C 0.708 0.017 0.181  C1 1.486, N6 1.419, N7 1.437, N8 1.492
5 N -2.086 0.154 -0.183  C2 1.457, C3 1.310, H12 1.007
6 N -0.089 1.190 0.131  C3 1.321, C4 1.419, H13 1.053
7 N 1.617 0.081 1.293  C4 1.437, H14 1.062, H15 0.982
8 N 1.492 0.036 -1.088  C4 1.492, H16 1.044, H17 1.084
9 H 0.523 -2.094 0.434  C1 1.079
10 H -2.049 -2.014 -0.080  C2 1.114
11 H -1.913 2.219 -0.239  C3 1.104
12 H -3.028 0.037 -0.518  N5 1.007
13 H 0.419 2.009 0.554  N6 1.053
14 H 2.296 0.879 1.119  N7 1.062
15 H 2.197 -0.708 1.225  N7 0.982
16 H 2.061 -0.839 -1.056  N8 1.044
17 H 0.722 0.123 -1.846  N8 1.084

Record 2
# C4H9N4

An isolated ion of composition C4H9N4 and charge +1 (ωB97M-V/def2-TZVPD, the Open Molecules 2025 dataset).

Values from the calculation:
- Charge: +1
- ΔE to the lowest compared entry with this formula, charge and spin: 5.340 eV
- HOMO level (alpha / beta): -12.66 / -12.66 eV
- Calculated total energy: -10242.6587 eV
- SMILES string: C\C=[NH+]/C=N\N=N\C
- Frontier orbital gap (alpha / beta): 7.50 / 7.50 eV

Each atom is followed by the atoms it is bonded to, with distances in Å.
CARTESIAN COORDINATES (ANGSTROEM)
1 C 1.279 -1.548 -0.270  N5 1.302, N8 1.456, H9 1.052
2 C 2.186 0.790 0.156  C3 1.484, N8 1.294, H10 1.067
3 C 0.967 1.287 0.841  C2 1.484, H11 0.992, H12 1.127, H13 1.082
4 C -3.054 0.001 -0.293  N7 1.377, H14 1.074, H15 1.142, H16 1.130
5 N -0.009 -1.475 -0.090  C1 1.302, N6 1.180
6 N -0.972 -0.863 -0.393  N5 1.180, N7 1.193
7 N -1.837 -0.348 0.247  C4 1.377, N6 1.193
8 N 2.169 -0.399 -0.353  C1 1.456, C2 1.294, H17 1.030
9 H 1.757 -2.469 -0.437  C1 1.052
10 H 3.019 1.455 0.126  C2 1.067
11 H 1.138 1.840 1.646  C3 0.992
12 H 0.225 0.459 1.029  C3 1.127
13 H 0.475 1.899 0.098  C3 1.082
14 H -3.095 1.012 -0.652  C4 1.074
15 H -3.395 -0.633 -1.181  C4 1.142
16 H -3.879 -0.356 0.393  C4 1.130
17 H 3.026 -0.651 -0.866  N8 1.030